{"formula": "C43H89F3N4O7Y", "method": "wB97M-V/def2-TZVPD", "lumo_energy_ev": [-5.74, -8.50], "total_charge": 2, "s_squared": 0.754, "gap_ev": [5.3, 2.5], "multiplicity": 2, "symbols": ["Y", "F", "F", "F", "O", "O", "O", "O", "O", "O", "O", "N", "N", "N", "N", "C", "C", "C", "C", "C", "C", "C", "C", "C", "C", "C", "C", "C", "C", "C", "C", "C", "C", "C", "C", "C", "C", "C", "C", "C", "C", "C", "C", "C", "C", "C", "C", "C", "C", "C", "C", "C", "C", "C", "C", "C", "C", "C", "H", "H", "H", "H", "H", "H", "H", "H", "H", "H", "H", "H", "H", "H", "H", "H", "H", "H", "H", "H", "H", "H", "H", "H", "H", "H", "H", "H", "H", "H", "H", "H", "H", "H", "H", "H", "H", "H", "H", "H", "H", "H", "H", "H", "H", "H", "H", "H", "H", "H", "H", "H", "H", "H", "H", "H", "H", "H", "H", "H", "H", "H", "H", "H", "H", "H", "H", "H", "H", "H", "H", "H", "H", "H", "H", "H", "H", "H", "H", "H", "H", "H", "H", "H", "H", "H", "H", "H", "H"], "coordinates": [[-2.53173, 0.28646, -2.66740], [-3.89361, -4.80966, -3.74365], [-4.74370, -3.04064, -4.73150], [-5.57471, -3.92984, -2.88139], [-0.33978, -5.30317, -1.96039], [-0.36221, 0.04270, -2.05370], [-3.82710, -1.57186, -1.87902], [-2.70923, -1.73010, -3.76054], [-0.05743, 0.89468, 5.38483], [-3.73590, 1.93427, -1.21716], [5.79578, 6.81871, -2.25788], [0.17713, -6.08138, -0.92369], [-0.68498, -0.31701, 5.51202], [4.46038, 6.45926, -2.34148], [-2.62074, 2.13947, -0.44386], [-0.79618, 3.62238, 0.05575], [5.03288, 4.02759, -2.90700], [2.03736, 7.03505, -2.40768], [2.35274, -4.60445, -0.73705], [-2.70870, -1.55433, 6.02248], [0.23061, -1.49540, 5.49696], [3.52519, 8.42655, -1.06786], [4.88855, 5.65558, -4.65836], [4.30328, 5.28603, -3.24851], [-1.72192, 3.75747, -2.20977], [1.66587, -6.04608, -1.01610], [-1.47549, 1.85580, 1.79438], [-3.12112, 0.14806, 0.93020], [-4.45607, -3.63188, -3.55358], [-1.96654, -0.21221, 6.28577], [2.80881, 4.79940, -3.22482], [-1.69224, -2.36384, -4.52247], [1.50855, -8.25757, 0.32408], [-3.10708, 4.75167, -0.31335], [-2.11712, 3.51608, -0.68210], [-0.63301, -7.25458, -0.61602], [-2.91868, 0.85250, 5.90520], [-4.02831, 2.28156, 1.58046], [1.12364, -1.42753, 4.16194], [1.76261, 0.81026, -1.44617], [0.82720, -0.48327, -1.52396], [-1.98136, -6.74105, -0.10780], [-0.94044, -8.18062, -1.86638], [3.54200, 8.44203, -3.57547], [3.49241, 7.53612, -2.38188], [-3.47340, -2.56301, -2.85461], [1.83482, 5.97137, -3.48057], [-0.59275, -2.78931, 5.34032], [0.91055, -1.17389, -0.09862], [-1.20051, -1.32983, -5.57520], [-0.80722, 3.20489, 1.60917], [-2.77213, 1.61818, 0.92354], [-1.73163, -0.07614, 7.86493], [-1.86837, -2.83477, 6.21791], [2.31704, -6.36300, -2.44191], [1.13739, -1.55998, 6.64582], [2.17410, -6.94911, 0.05879], [-0.07028, -8.07991, 0.65060], [-3.13443, 4.68639, 0.77435], [4.50193, 6.48750, -5.24703], [0.56112, -0.61396, 0.76883], [-0.57276, -9.04387, 0.73060], [3.43253, -4.52069, -0.86008], [-0.56244, 4.68604, 0.10160], [1.25562, -1.08702, -2.32399], [4.82446, 3.20489, -3.59098], [-1.04347, 0.70260, 8.19372], [3.39308, -6.43349, -2.28291], [1.98583, -3.77799, -1.34570], [4.56665, 8.81362, -3.58688], [2.61323, 4.31367, -2.26883], [-1.44079, -3.02044, 7.20320], [3.25393, -6.95449, -0.08968], [-0.78741, -2.67822, -4.00232], [0.20120, 3.13747, 2.01738], [2.82737, 0.65653, -1.27078], [-0.47152, -1.65521, -6.31736], [-2.75618, -3.22938, -2.37539], [-1.45511, -1.02606, 8.32241], [1.52371, 1.51916, -2.23894], [2.08169, 6.28353, -4.49531], [-0.26748, 1.21466, 4.50443], [-4.04840, -0.17623, 0.45789], [-4.57350, 1.66808, 2.29776], [-4.37939, 2.38907, -0.66883], [1.75561, -0.54091, 4.21307], [3.60002, 7.86855, -0.13451], [-0.03026, -3.63221, 5.74186], [-0.78402, 1.09966, 1.42259], [-0.71546, -3.19841, 4.33748], [-2.55410, 1.87467, 6.00696], [-1.31176, 4.06690, 2.04561], [1.30045, 7.80966, -2.61994], [-2.39422, -3.78322, 6.10831], [1.95504, -1.30109, 0.18589], [1.64300, -2.37770, 4.03722], [0.71550, -0.92900, 7.42810], [-0.77080, -0.64298, -4.84603], [-3.05616, -0.24679, 1.94409], [2.05975, -0.99913, 6.49482], [-2.71937, -7.51492, 0.10326], [-3.86820, 3.19680, 2.15038], [4.31011, 9.17750, -1.15769], [-1.32119, 2.83830, -2.63715], [2.09856, -5.56368, -3.15004], [-0.95398, 4.46497, -2.52252], [1.80078, 6.72158, -1.39088], [-0.42466, -7.56386, 1.54291], [4.94457, 4.77645, -5.30031], [-2.65272, 0.05825, 8.43205], [-1.97335, -8.51645, -1.95812], [-3.01319, -1.66693, 4.98195], [1.88306, -6.33583, 0.91160], [-3.90198, 0.66649, 6.33718], [2.77429, 9.21537, -3.54978], [1.88142, -8.73630, 1.22955], [-2.09311, -0.89633, -6.02623], [-4.85983, 2.58996, 0.94678], [-2.57499, 5.67815, -0.52929], [-0.71590, -4.59888, -1.42737], [-4.13991, 4.77384, -0.66099], [-2.52187, 4.11281, -2.85932], [1.97865, -7.31427, -2.85261], [-1.67328, 1.71804, 2.85739], [2.62999, 9.04209, -0.97945], [0.55111, -1.25389, 3.25081], [2.52768, 4.02797, -3.94174], [6.04750, 4.34721, -3.14465], [-2.37091, -6.13701, -0.92725], [0.40477, -2.13937, -0.11048], [3.35571, 8.00285, -4.55552], [1.45186, 1.32734, -0.53834], [-1.72318, -6.26663, 0.83897], [2.16805, -4.38785, 0.31512], [5.15053, 3.64861, -1.89180], [6.10175, 6.22729, -1.56635], [-0.10397, -8.86088, -2.02658], [-2.38292, -0.43569, 0.38030], [-3.62871, -1.46620, 6.60034], [1.61990, -9.01796, -0.44891], [-0.76793, -7.76817, -2.86048], [-2.10394, -3.13628, -5.17204], [0.03619, 3.06166, -0.36951], [5.91179, 6.02510, -4.59092], [-2.99448, 0.73927, 4.82375], [0.78080, 5.69444, -3.45942], [1.48549, -2.58824, 6.74393]], "lowdin_charge": [1.875, 0.180, 0.143, 0.171, -0.029, -0.404, -0.279, -0.271, 0.115, -0.096, 0.011, -0.108, 0.107, -0.107, -0.145, -0.108, -0.073, -0.167, -0.037, -0.109, -0.448, -0.021, -0.027, -0.467, -0.018, -0.452, -0.113, -0.040, -0.544, -0.439, -0.134, -0.229, -0.145, 0.015, -0.426, -0.481, -0.032, -0.016, 0.012, -0.055, -0.474, -0.060, -0.016, -0.048, -0.508, -0.301, -0.175, -0.132, -0.050, -0.033, -0.136, -0.452, 0.020, -0.144, -0.022, 0.001, -0.181, -0.072, 0.055, 0.065, 0.035, 0.114, 0.083, 0.122, 0.120, 0.094, 0.099, 0.076, 0.055, 0.097, 0.102, 0.110, 0.130, 0.135, 0.114, 0.079, 0.102, 0.140, 0.080, 0.063, 0.108, 0.125, 0.092, 0.092, 0.095, 0.084, 0.080, 0.123, 0.101, 0.124, 0.105, 0.106, 0.117, 0.127, 0.079, 0.108, 0.093, 0.044, 0.092, 0.103, 0.091, 0.085, 0.078, 0.041, 0.070, 0.079, 0.109, 0.093, 0.084, 0.104, 0.081, 0.125, 0.112, 0.117, 0.096, 0.105, 0.085, 0.083, 0.095, 0.082, 0.087, 0.085, 0.073, 0.095, 0.077, 0.069, 0.111, 0.078, 0.072, 0.059, 0.065, 0.044, 0.072, 0.062, 0.089, 0.110, 0.069, 0.071, 0.131, 0.106, 0.066, 0.132, 0.104, 0.083, 0.076, 0.083, 0.123]}